(1)
An isolated molecule of C8H14 in a non-equilibrium geometry, computed with the ωB97M-V functional and the def2-TZVPD basis.

The geometry in XYZ format:
```
22
Properties=species:S:1:pos:R:3:mulliken_charge:R:1
C 0.401 1.121 -0.021 0.71
C 0.820 -0.437 -1.987 -0.23
C -2.110 -1.455 1.394 -1.29
C -0.953 0.489 0.300 -1.18
C 0.775 2.274 0.863 -1.41
C 1.147 0.611 -1.015 -0.41
C -0.761 -0.927 0.912 -0.05
C 1.961 -1.078 -2.457 -0.80
H 0.269 3.183 0.529 0.29
H -1.620 0.442 -0.560 0.42
H -2.332 -1.033 2.375 0.31
H 1.859 2.358 0.799 0.38
H 2.174 0.971 -1.050 0.32
H -0.021 -1.004 1.709 0.32
H 0.454 2.097 1.887 0.36
H 2.644 -1.379 -1.661 0.26
H 2.290 -1.254 -3.475 0.25
H -2.899 -1.072 0.746 0.32
H -0.359 -1.478 0.060 0.24
H -0.107 -0.963 -1.770 0.42
H -1.453 1.074 1.079 0.40
H -2.178 -2.539 1.343 0.38
```

- E_tot: -313.07894 hartree
- Strongest force on any atom: 2.34 eV/A
- Total charge: 0
- Energy above the lowest of the compared OMol25 structures with the same formula, charge and spin: 3.768 eV
- Frontier orbital gap: 0.2679 Eh

---

(2)
An isolated molecule of C8H14 in a non-equilibrium geometry, computed with the ωB97M-V functional and the def2-TZVPD basis.

The geometry in XYZ format:
```
22
Properties=species:S:1:pos:R:3:mulliken_charge:R:1
C 0.198 0.521 0.222 0.18
C -0.705 -1.196 1.923 -1.50
C -0.198 1.814 0.798 -1.51
C -0.742 -0.352 -0.598 -0.75
C 0.317 0.241 -1.430 -0.10
C 0.000 -0.939 0.535 1.92
C -0.096 1.340 -2.378 -1.46
C 1.178 -1.881 0.412 -1.78
H 0.380 2.732 0.326 0.28
H 0.289 1.820 1.835 0.41
H -1.257 1.987 0.794 0.33
H 0.619 2.168 -2.127 0.31
H -1.066 1.881 -2.174 0.30
H 1.253 -0.178 -1.787 0.37
H -1.825 -0.461 -0.860 0.36
H -0.039 -1.731 2.602 0.39
H 2.171 -1.448 0.767 0.27
H -1.066 -0.279 2.437 0.38
H 1.082 -2.880 0.964 0.43
H -0.373 0.943 -3.409 0.35
H 1.317 -2.123 -0.588 0.44
H -1.436 -1.978 1.738 0.36
```

- E_tot: -313.08392 hartree
- Strongest force on any atom: 4.60 eV/A
- Total charge: 0
- Energy above the lowest of the compared OMol25 structures with the same formula, charge and spin: 3.632 eV
- Frontier orbital gap: 0.3539 Eh

---

(3)
A structure of composition C8H14B2, computed with the ωB97M-V functional and the def2-TZVPD basis.

The geometry in XYZ format:
```
24
Properties=species:S:1:pos:R:3:mulliken_charge:R:1
C -1.246 -1.672 0.328 -0.70
C -0.591 1.888 0.688 -0.63
C -1.184 -2.513 -0.859 -0.80
C 1.013 -0.507 0.075 -0.47
C 1.579 0.888 -0.081 -0.10
C -0.842 0.549 1.381 -0.87
C -0.447 -0.556 0.441 0.74
C 0.813 1.957 0.190 -0.43
B -1.523 -0.966 -1.253 0.11
B 3.052 1.051 -0.501 0.20
H 3.512 2.123 -0.600 -0.10
H -0.228 0.503 2.287 0.30
H -0.218 -2.882 -1.172 0.21
H -1.890 0.461 1.674 0.40
H -2.636 -0.578 -1.294 -0.11
H 1.221 -1.076 -0.831 0.39
H -0.745 -0.444 -1.953 -0.07
H -0.788 2.717 1.373 0.40
H 3.725 0.113 -0.687 -0.08
H -1.275 1.992 -0.161 0.28
H 1.572 -1.000 0.883 0.28
H -1.940 -3.287 -0.904 0.34
H 1.221 2.949 0.054 0.42
H -2.154 -1.711 0.922 0.29
```

- E_tot: -362.84659 hartree
- Strongest force on any atom: 0.83 eV/A
- Total charge: 0
- Energy above the lowest of the compared OMol25 structures with the same formula, charge and spin: 0.000 eV
- Frontier orbital gap: 0.3446 Eh

---

(4)
A cluster of 2 separate species, C8H14Br in total in a non-equilibrium geometry, computed with the ωB97M-V functional and the def2-TZVPD basis.

The geometry in XYZ format:
```
23
Properties=species:S:1:pos:R:3:mulliken_charge:R:1
Br -2.301 3.447 2.818 -0.22
C -1.525 0.008 0.060 -0.54
C 0.007 -2.019 -0.045 -0.72
C 1.514 1.248 -0.819 -0.63
C -0.271 0.697 0.660 -0.38
C 0.395 1.683 -0.147 -0.13
C -1.081 -1.216 -0.803 -0.68
C 1.242 -1.182 0.345 -0.73
C 1.862 -0.226 -0.750 -0.68
H -1.902 -1.870 -1.175 0.39
H 2.950 -0.268 -0.561 0.41
H -0.615 -0.831 -1.727 0.24
H 1.073 -0.681 1.312 0.44
H 0.062 2.744 -0.269 0.29
H -0.450 1.090 1.712 0.31
H 1.702 -0.666 -1.749 0.34
H -2.186 0.684 -0.534 0.36
H -2.156 -0.290 0.931 0.28
H -2.353 2.980 1.432 0.21
H 2.063 -1.891 0.566 0.39
H 2.078 1.877 -1.523 0.38
H 0.314 -2.907 -0.618 0.35
H -0.423 -2.412 0.884 0.29
```

- E_tot: -2887.11309 hartree
- Strongest force on any atom: 4.65 eV/A
- Total charge: 0
- Energy above the lowest of the compared OMol25 structures with the same formula, charge and spin: 1.865 eV
- Frontier orbital gap (alpha / beta): 0.3043 / 0.3468 Eh
- Spin multiplicity: 2
- Expectation value of S²: 0.754